#one
Below is CHINO2P in the gas phase, with properties calculated with ωB97M-V with the def2-TZVPD basis set.

Geometry as XYZ:
```
7
Properties=species:S:1:pos:R:3
C 0.159 0.557 -0.070
N -0.241 1.285 -0.912
O -0.408 2.218 -1.595
O 2.310 2.504 0.419
P 2.065 1.166 0.911
I 3.717 -0.375 -0.205
H -0.028 -0.450 0.217
```

Its HOMO energy (spin up / spin down) is -9.2 / -9.2 eV. Its spin multiplicity is 1. The value obtained for the gap between HOMO and LUMO (spin up / spin down) is 7.40 / 7.40 eV.

#two
Below is 2 unconnected molecules or ions with the total composition CHINO2P, with properties calculated with ωB97M-V with the def2-TZVPD basis set.

Geometry as XYZ:
```
7
Properties=species:S:1:pos:R:3
C -0.138 0.021 2.279
N -0.339 0.146 1.160
O -0.395 -0.198 0.025
H -0.151 0.357 3.270
O 1.135 1.101 -2.000
P 0.997 -0.321 -1.952
I -1.109 -1.107 -2.782
```

Its HOMO energy is -9.1 eV. Its spin multiplicity is 1. The value obtained for the gap between HOMO and LUMO is 8.74 eV. The SMILES is C#[N+][O-].O=PI.

Relative energies with respect to the most stable structure, expressed in kJ/mol: #one 0.0; #two 20.5.

#one
Below is 2 unconnected molecules or ions with the total composition C4H10O2, with properties calculated with ωB97M-V with the def2-TZVPD basis set.

Geometry as XYZ:
```
16
Properties=species:S:1:pos:R:3
C -0.428 -0.492 2.780
C -1.169 -0.902 1.728
O -1.940 -0.034 0.902
H -0.123 -1.313 3.398
H -0.160 0.536 3.070
H -1.319 -1.934 1.457
H -1.251 0.600 0.618
C 0.102 0.294 -2.273
C 1.213 0.300 -1.265
O 0.672 0.797 -0.067
H -0.662 -0.523 -2.199
H 0.396 0.227 -3.399
H -0.522 1.301 -2.383
H 1.612 -0.699 -1.221
H 2.102 0.915 -1.555
H 1.478 0.929 0.409
```

Its HOMO energy is -9.1 eV. Its spin multiplicity is 1. The value obtained for the gap between HOMO and LUMO is 9.84 eV. The SMILES is C=CO.CCO.

#two
Below is 2 unconnected molecules or ions with the total composition C4H10O2, with properties calculated with ωB97M-V with the def2-TZVPD basis set.

Geometry as XYZ:
```
16
Properties=species:S:1:pos:R:3
C -0.054 0.784 2.517
O -1.227 0.544 1.986
C -1.640 0.900 0.818
C 0.442 -0.816 -0.156
O 0.405 0.124 -1.205
C 0.813 -0.454 -2.415
H 0.085 0.398 3.513
H 0.451 -0.292 0.809
H 0.574 1.544 2.065
H -2.588 0.487 0.511
H -0.999 1.496 0.178
H 1.372 -1.399 -0.189
H -0.413 -1.508 -0.201
H 1.852 -0.811 -2.341
H 0.175 -1.308 -2.696
H 0.750 0.312 -3.192
```

Its HOMO energy (spin up / spin down) is -7.5 / -7.4 eV. Its spin multiplicity is 1. The value obtained for the gap between HOMO and LUMO (spin up / spin down) is 8.39 / 8.18 eV.

Relative energies with respect to the most stable structure, expressed in kJ/mol: #one 0.0; #two 264.0.

#one
Below is 2 unconnected molecules or ions with the total composition C4H10O2, with properties calculated with ωB97M-V with the def2-TZVPD basis set.

Geometry as XYZ:
```
16
Properties=species:S:1:pos:R:3
O -0.321 0.831 2.844
C -0.457 -0.183 1.901
C -0.675 0.142 0.467
C 0.671 -0.391 0.955
H -1.208 1.175 3.006
H -0.941 -1.097 2.249
H -1.355 -0.467 -0.121
H -0.657 1.189 0.174
H 1.007 -1.413 0.783
H 1.473 0.341 0.989
C 0.514 0.416 -2.517
O 0.151 -0.852 -2.015
H -0.377 0.972 -2.837
H 1.036 1.033 -1.771
H 1.175 0.283 -3.379
H 0.442 -0.878 -1.097
```

Its HOMO energy is -9.9 eV. Its spin multiplicity is 1. The value obtained for the gap between HOMO and LUMO is 10.81 eV. The SMILES is OC1CC1.CO.

#two
Below is 2 unconnected molecules or ions with the total composition C4H10O2, with properties calculated with ωB97M-V with the def2-TZVPD basis set.

Geometry as XYZ:
```
16
Properties=species:S:1:pos:R:3
C 1.231 -1.368 -0.200
O 1.723 0.666 0.077
C 0.528 1.249 -0.286
C -0.588 0.531 0.564
C -1.762 -0.008 -0.222
O 0.138 -0.531 1.203
H 0.550 -2.193 -0.010
H 1.221 -1.020 -1.226
H 2.225 -1.522 0.202
H 0.300 1.117 -1.364
H 0.517 2.331 -0.081
H -0.941 1.185 1.371
H -2.450 -0.570 0.418
H -1.420 -0.666 -1.030
H -2.312 0.823 -0.677
H 1.039 -0.023 1.261
```

Its HOMO energy is -8.7 eV. Its spin multiplicity is 1. The value obtained for the gap between HOMO and LUMO is 8.84 eV.

#three
Below is C4H10O2 in the gas phase, with properties calculated with ωB97M-V with the def2-TZVPD basis set.

Geometry as XYZ:
```
16
Properties=species:S:1:pos:R:3
C 2.108 0.663 -0.768
O 0.718 0.522 -0.599
C 0.427 -0.765 -0.091
C -1.040 -0.937 0.297
C -1.753 0.311 0.817
O -1.967 1.305 -0.157
H 2.490 -0.043 -1.522
H 2.314 1.685 -1.088
H 2.636 0.466 0.180
H 1.058 -0.932 0.798
H 0.711 -1.528 -0.835
H -1.624 -1.371 -0.520
H -1.027 -1.673 1.109
H -2.749 0.016 1.166
H -1.209 0.712 1.688
H -1.092 1.568 -0.475
```

Its HOMO energy is -10.0 eV. Its spin multiplicity is 1. The value obtained for the gap between HOMO and LUMO is 10.96 eV. The SMILES is COCCCO.

#four
Below is 2 unconnected molecules or ions with the total composition C4H10O2, with properties calculated with ωB97M-V with the def2-TZVPD basis set.

Geometry as XYZ:
```
16
Properties=species:S:1:pos:R:3
O -1.713 -1.683 2.688
C -0.730 -1.125 2.359
O 0.408 -1.885 2.097
H -0.379 -0.090 2.236
H 0.695 -1.675 1.196
C -0.103 1.767 -0.573
C 0.814 0.602 -0.915
C -0.011 -0.610 -1.415
H -0.897 1.872 -1.268
H 0.390 2.741 -0.563
H -0.566 1.647 0.408
H 1.332 0.267 -0.012
H 1.556 0.864 -1.674
H 0.611 -1.398 -1.810
H -0.642 -1.090 -0.663
H -0.767 -0.204 -2.090
```

Its HOMO energy is -11.1 eV. Its spin multiplicity is 1. The value obtained for the gap between HOMO and LUMO is 11.97 eV. The SMILES is O=CO.CCC.

Relative energies with respect to the most stable structure, expressed in kJ/mol: #one 111.6; #two 360.5; #three 11.8; #four 0.0.

#one
Below is a molecular structure, C4H10O2, with properties calculated with ωB97M-V with the def2-TZVPD basis set.

Geometry as XYZ:
```
16
Properties=species:S:1:pos:R:3
C -0.489 -0.328 2.011
C 0.586 -0.776 1.040
O -0.333 -1.236 -0.409
O 1.401 -1.667 1.308
H 0.120 -2.069 -0.601
H -1.197 0.340 1.522
H -1.024 -1.210 2.364
H -0.027 0.186 2.854
C -0.396 1.402 -1.342
C 0.458 0.194 -1.488
H -1.442 1.120 -1.222
H -0.323 1.985 -2.269
H -0.090 2.031 -0.508
H 0.216 -0.430 -2.339
H 1.532 0.318 -1.387
H 1.007 0.140 0.466
```

Its HOMO energy (spin up / spin down) is -8.2 / -8.2 eV. Its spin multiplicity is 1. The value obtained for the gap between HOMO and LUMO (spin up / spin down) is 8.01 / 8.01 eV.

#two
Below is a molecular structure, C4H10O2, with properties calculated with ωB97M-V with the def2-TZVPD basis set.

Geometry as XYZ:
```
16
Properties=species:S:1:pos:R:3
C -0.716 -0.941 -1.791
O -0.708 -0.582 -0.405
C -0.667 0.755 -0.191
C -0.914 1.027 1.274
C 1.654 0.838 -0.040
O 1.889 -0.510 -0.184
H -1.571 -0.477 -2.292
H 0.221 -0.624 -2.266
H -0.798 -2.030 -1.831
H 0.408 1.234 -0.615
H -1.990 0.945 1.474
H -0.617 2.050 1.525
H -0.410 0.323 1.954
H 2.350 1.389 -0.682
H 1.722 1.196 0.999
H 1.080 -0.978 0.099
```

Its HOMO energy is -7.7 eV. Its spin multiplicity is 1. The value obtained for the gap between HOMO and LUMO is 8.70 eV.

#three
Below is a molecular structure, C4H10O2, with properties calculated with ωB97M-V with the def2-TZVPD basis set.

Geometry as XYZ:
```
16
Properties=species:S:1:pos:R:3
C -1.279 -1.017 -0.417
C -0.257 -0.015 0.272
C -0.776 1.426 0.100
O 0.136 -0.281 1.570
C 0.950 -0.353 -0.540
O 2.200 0.266 0.443
H -1.035 -2.064 -0.199
H -2.234 -0.773 0.033
H -1.405 -0.922 -1.519
H -1.048 1.636 -0.941
H -1.664 1.570 0.729
H -0.026 2.157 0.421
H 1.322 0.040 1.368
H 1.149 -1.421 -0.488
H 0.937 0.056 -1.560
H 2.926 -0.362 0.651
```

Its HOMO energy is -9.2 eV. Its spin multiplicity is 1. The value obtained for the gap between HOMO and LUMO is 9.76 eV.

Relative energies with respect to the most stable structure, expressed in kJ/mol: #one 149.2; #two 205.0; #three 0.0.